The following is a quantum chemistry calculation of one molecule with the formula C3H4FN, from the OMol25 dataset.

Calculated values
SMILES: C=N/C=C/F
Multiplicity: 1
Energy relative to the best compared isomer or geometry (same formula, charge and spin) in eV: 1.430
Charge: 0
LUMO in eV: 0.56
Orbital gap in eV: 9.919

Last columns: bonded neighbours and bond lengths (Å).
Geometry (Å):
1 C 0.5992 -1.3700 -0.6812  N4 1.231, H6 1.096, H7 1.168
2 C 0.1215 0.2707 0.8638  C3 1.351, N4 1.381, H8 1.065
3 C -0.6419 1.1382 0.1635  C2 1.351, F5 1.390, H9 1.009
4 N 0.4693 -1.0122 0.4895  C1 1.231, C2 1.381
5 F -1.0865 2.3823 0.5962  C3 1.390
6 H 0.6950 -2.4227 -0.9714  C1 1.096
7 H 0.4043 -0.5985 -1.5361  C1 1.168
8 H 0.5303 0.5192 1.8148  C2 1.065
9 H -1.0911 1.0929 -0.7389  C3 1.009